Below is C3H4N4 in the gas phase, with properties calculated with ωB97M-V with the def2-TZVPD basis set.

Structure (XYZ):
```
11
Properties=species:S:1:pos:R:3:forces:R:3
C 0.208 1.427 1.805 -0.9760 -0.3080 -1.1763
N 0.718 1.260 0.605 -0.0755 1.7821 1.4294
N 0.041 0.385 -0.232 -1.1685 -2.6881 -0.0159
C 0.381 -0.322 -1.407 -1.4274 -1.3856 3.2800
C -0.264 -1.554 -1.400 1.0463 3.2175 0.7647
N -1.062 -1.425 -0.259 -1.4156 -5.5142 -1.9295
N -0.895 -0.426 0.394 0.6463 3.0313 0.9707
H 0.540 2.306 2.538 -0.2531 -2.3345 -2.0009
H -0.718 0.739 2.008 1.8121 1.7515 0.3497
H 1.079 0.044 -2.009 2.8163 1.5152 -2.4461
H -0.027 -2.434 -2.041 -1.0049 0.9329 0.7741
```
Forces are in eV/Å.

strongest force on any atom = 0.117 hartree/bohr
LUMO energy = 0.218 eV
2S+1 = 1
E = -335.5941 a.u.
HOMO energy = -9.43 eV
Kohn-Sham gap = 9.648 eV

***

Below is C3H4N4 in the gas phase, with properties calculated with ωB97M-V with the def2-TZVPD basis set.

Structure (XYZ):
```
11
Properties=species:S:1:pos:R:3:forces:R:3
N 1.892 -0.211 -0.588 0.0697 -0.0384 -0.0802
C 0.557 -0.150 -0.307 -0.3202 0.0325 -0.0471
C 0.057 0.811 0.605 -0.1529 0.0018 0.0087
N -1.201 0.796 0.967 0.1517 -0.0522 -0.1767
C -1.965 -0.139 0.375 0.0643 -0.1016 -0.0434
N -1.569 -0.979 -0.565 0.1756 0.1241 0.3390
N -0.282 -0.995 -0.912 0.3049 0.2819 0.3186
H 2.522 0.505 -0.264 -0.1802 -0.1805 0.0484
H 2.289 -1.015 -1.045 -0.2345 0.1175 -0.0806
H 0.698 1.586 1.028 -0.0456 -0.1941 -0.0470
H -2.999 -0.209 0.706 0.1673 0.0091 -0.2396
```
Forces are in eV/Å.

strongest force on any atom = 0.010 hartree/bohr
LUMO energy = 0.244 eV
2S+1 = 1
E = -335.7118 a.u.
HOMO energy = -9.16 eV
Kohn-Sham gap = 9.404 eV

***

Below is C3H4N4O in the gas phase, with properties calculated with ωB97M-V with the def2-TZVPD basis set.

Structure (XYZ):
```
12
Properties=species:S:1:pos:R:3:forces:R:3
C -0.515 -2.475 -0.838 -0.1110 1.8255 0.1639
N -0.830 -1.298 -0.385 1.2208 -2.1518 -0.6363
N 0.200 -0.376 -0.417 -1.3597 -0.5443 0.0326
C 0.002 0.722 0.366 0.0557 2.3022 0.9635
C 0.790 1.971 0.373 -0.7553 -1.2430 -0.2330
N 0.218 2.803 1.189 0.7060 -0.3012 -0.4707
O -0.845 2.185 1.710 -0.1922 -0.7465 -0.3071
N -1.003 0.887 1.205 0.9452 0.1986 -0.5045
H 0.467 -2.678 -1.283 -0.0575 0.0130 0.2385
H -1.234 -3.279 -0.862 -0.2884 0.2351 0.1237
H 1.088 -0.640 -0.814 0.1681 0.1881 0.1598
H 1.665 2.178 -0.245 -0.3316 0.2244 0.4695
```
Forces are in eV/Å.

strongest force on any atom = 0.050 hartree/bohr
LUMO energy = 0.666 eV
2S+1 = 1
E = -410.8425 a.u.
HOMO energy = -9.13 eV
Kohn-Sham gap = 9.794 eV

***

Below is a molecular structure, C3H4N4O, with properties calculated with ωB97M-V with the def2-TZVPD basis set.

Structure (XYZ):
```
12
Properties=species:S:1:pos:R:3:forces:R:3
C -2.691 0.283 -0.075 -0.0419 1.8454 1.8021
C -0.456 -0.231 0.088 0.2567 -0.8804 -1.0812
C 1.339 1.156 0.085 -3.4533 5.5329 1.0360
H -3.070 0.348 1.253 0.0792 0.2270 -4.6257
H -2.064 1.644 -0.396 -2.4688 -4.1242 0.8017
H -3.600 -0.109 -1.109 3.0486 1.2116 3.8724
H 1.379 2.283 0.494 0.8292 -2.5913 -1.4167
N -1.583 -0.704 0.190 -5.2143 1.6720 -1.6072
N 0.423 -1.266 -0.037 3.9712 -1.4366 1.0958
N 1.644 -1.093 -0.069 -0.1427 -0.2270 -1.2105
N 2.176 0.295 -0.022 1.9523 -2.3076 0.8268
O -0.051 0.995 -0.158 1.1836 1.0780 0.5064
```
Forces are in eV/Å.

strongest force on any atom = 0.128 hartree/bohr
LUMO energy = -0.758 eV
2S+1 = 1
E = -410.6872 a.u.
HOMO energy = -10.14 eV
Kohn-Sham gap = 9.379 eV

***

- Which value of strongest force on any atom does entry 1 give?
  0.117 hartree/bohr

***

What did the third record say?
Below is C3H4N4O in the gas phase, with properties calculated with ωB97M-V with the def2-TZVPD basis set.

Structure (XYZ):
```
12
Properties=species:S:1:pos:R:3:forces:R:3
C -0.515 -2.475 -0.838 -0.1110 1.8255 0.1639
N -0.830 -1.298 -0.385 1.2208 -2.1518 -0.6363
N 0.200 -0.376 -0.417 -1.3597 -0.5443 0.0326
C 0.002 0.722 0.366 0.0557 2.3022 0.9635
C 0.790 1.971 0.373 -0.7553 -1.2430 -0.2330
N 0.218 2.803 1.189 0.7060 -0.3012 -0.4707
O -0.845 2.185 1.710 -0.1922 -0.7465 -0.3071
N -1.003 0.887 1.205 0.9452 0.1986 -0.5045
H 0.467 -2.678 -1.283 -0.0575 0.0130 0.2385
H -1.234 -3.279 -0.862 -0.2884 0.2351 0.1237
H 1.088 -0.640 -0.814 0.1681 0.1881 0.1598
H 1.665 2.178 -0.245 -0.3316 0.2244 0.4695
```
Forces are in eV/Å.

strongest force on any atom = 0.050 hartree/bohr
LUMO energy = 0.666 eV
2S+1 = 1
E = -410.8425 a.u.
HOMO energy = -9.13 eV
Kohn-Sham gap = 9.794 eV